This record from the Open Molecules 2025 dataset describes 13 unconnected molecules or ions with the total composition C28H44Cl36FNO4S in a non-equilibrium geometry. The level of theory is the ωB97M-V functional and the def2-TZVPD basis.

ORCA input file:
```
! wB97M-V def2-TZVPD RIJCOSX def2/J DEFGRID3
* xyz 0 1
C 3.14087 -0.17979 1.02986
N 1.92054 -0.96627 0.87558
C 2.03570 -2.19170 0.11949
C 1.54169 -2.07236 -1.32347
C 2.50415 -1.23329 -2.18454
C 1.94460 0.10261 -2.65585
C 3.08789 0.96581 -3.21636
C 3.73182 1.89230 -2.20604
F 4.46738 2.85000 -2.92962
O 1.31763 0.76514 -1.55955
S -0.15316 0.16092 -1.26618
O -0.48817 0.57381 0.04436
O -0.99606 0.60123 -2.32941
C 0.06940 -1.62459 -1.46708
C -0.86943 -2.47643 -0.61078
C -2.33446 -2.04654 -0.46152
C -3.19028 -2.28678 -1.70287
C -4.62407 -1.74675 -1.46253
C -4.73623 -0.23821 -1.75071
C -5.71969 0.46504 -0.82587
C -5.48442 1.97732 -0.60458
O -4.50658 2.55512 -1.43441
C -5.00868 2.86596 -2.72294
H 2.97990 0.80283 0.58628
H 3.99134 -0.62304 0.51852
H 3.37698 -0.01346 2.07551
H 1.45348 -1.10314 1.75530
H 1.51635 -2.98397 0.64603
H 3.07444 -2.52814 0.07061
H 1.56476 -3.08169 -1.72781
H 2.76659 -1.80912 -3.06712
H 3.43657 -1.07949 -1.66480
H 1.26524 -0.08244 -3.48543
H 3.84046 0.26839 -3.56451
H 2.73281 1.58703 -4.02838
H 4.44156 1.41019 -1.54135
H 3.02851 2.44209 -1.59499
H -0.17837 -1.82130 -2.50332
H -0.47258 -2.65956 0.37950
H -0.90415 -3.44270 -1.10938
H -2.74966 -2.67186 0.32284
H -2.47210 -1.02376 -0.13092
H -3.32473 -3.35405 -1.85702
H -2.76234 -1.84937 -2.60098
H -5.34707 -2.32907 -2.02294
H -4.79440 -1.86763 -0.39666
H -4.98208 -0.13859 -2.80356
H -3.75639 0.19265 -1.60356
H -5.74758 0.00593 0.15644
H -6.71718 0.34680 -1.23909
H -5.15720 2.14777 0.41515
H -6.41350 2.53423 -0.74049
H -5.89772 2.26716 -2.89492
H -5.24932 3.92844 -2.77163
H -4.25381 2.63129 -3.46625
C -4.49084 -5.70153 0.93321
Cl -3.11630 -6.57289 1.63685
Cl -4.75148 -4.14054 1.70165
Cl -4.25095 -5.50372 -0.80623
H -5.37779 -6.29523 1.08980
C -4.65768 6.06063 0.41861
Cl -5.32300 6.89007 -0.99421
Cl -5.91856 5.13908 1.24566
Cl -3.31427 5.02589 -0.03951
H -4.29073 6.81209 1.10474
C 2.65434 5.37075 0.15651
Cl 4.33501 5.14755 0.64944
Cl 1.83013 3.81546 0.04801
Cl 1.82346 6.46161 1.26932
H 2.65032 5.82379 -0.82545
C -5.37225 -8.91629 4.22960
Cl -6.10780 -8.04844 2.87776
Cl -6.59936 -9.77243 5.16064
Cl -4.13034 -10.02656 3.65333
H -4.90126 -8.18817 4.87655
C -2.08542 -4.05078 5.53644
Cl -3.20861 -4.80753 6.67202
Cl -2.23855 -4.77800 3.93520
Cl -2.35544 -2.30924 5.45558
H -1.07939 -4.22109 5.89500
C 7.45023 -0.47888 -1.84245
Cl 7.20030 -0.94224 -3.52624
Cl 5.91903 -0.53188 -0.95852
Cl 8.65727 -1.50809 -1.07608
H 7.81451 0.54050 -1.82298
C 9.17085 0.88630 2.71794
Cl 8.25092 1.77653 3.93465
Cl 9.80139 -0.61863 3.38688
Cl 8.18445 0.56967 1.28963
H 10.01300 1.49620 2.40960
C -9.44503 -0.97292 -2.14444
Cl -9.24030 0.72652 -1.71633
Cl -8.88747 -1.26886 -3.79286
Cl -8.59503 -2.01656 -1.00261
H -10.49904 -1.20845 -2.09619
C 12.69869 2.66686 0.54149
Cl 11.16206 3.23401 -0.11746
Cl 12.45725 1.82522 2.07754
Cl 13.52293 1.61872 -0.61069
H 13.32467 3.52978 0.72356
C -4.47564 1.47130 -6.49319
Cl -5.60274 0.61321 -5.44477
Cl -4.35426 0.68106 -8.06726
Cl -4.95648 3.15907 -6.67706
H -3.49946 1.44754 -6.02714
C 10.04199 5.99850 2.77722
Cl 11.75182 5.98032 3.22368
Cl 9.37258 4.36637 2.82238
Cl 9.13088 7.07526 3.83393
H 9.96379 6.37263 1.76532
C -2.46124 1.18051 7.35260
Cl -2.61383 -0.16976 8.47830
Cl -0.78597 1.72279 7.24993
Cl -3.07682 0.74862 5.75498
H -3.05784 1.99933 7.73002
*
```

LUMO energy = 0.008 Ha
E_HOMO = -8.6 eV
DFT total energy = -18513.8431 hartree
Strongest force on any atom = 1.50 eV/Å
M = 1786.04 u

This record from the Open Molecules 2025 dataset describes C4H10N2 in the gas phase in a non-equilibrium geometry. The level of theory is the ωB97M-V functional and the def2-TZVPD basis.

ORCA input file:
```
! wB97M-V def2-TZVPD RIJCOSX def2/J DEFGRID3
* xyz 0 1
C -2.36273 -0.97358 -0.00158
C -1.67922 0.39694 0.27260
C -0.19379 0.26233 0.21176
N 0.42385 0.67792 -0.84698
N 1.75980 0.44483 -0.93605
C 2.67019 0.20916 0.16663
H -3.46790 -0.97639 -0.15698
H -2.17910 -1.70236 0.83439
H -1.97061 -1.40346 -0.91245
H -1.93082 0.86000 1.27153
H -2.01403 1.09011 -0.52273
H 0.30194 -0.33120 1.05018
H 2.13007 1.02830 -1.73638
H 3.66104 0.49554 -0.20483
H 2.34140 0.79467 1.08156
H 2.50990 -0.87281 0.42931
*
```

LUMO energy = 0.041 Ha
E_HOMO = -8.2 eV
DFT total energy = -267.8548 hartree
Strongest force on any atom = 3.29 eV/Å
M = 86.14 u
Structure (SMILES) = CC/C=N/NC

This record from the Open Molecules 2025 dataset describes a molecular structure, C4H7FS in a non-equilibrium geometry. The level of theory is the ωB97M-V functional and the def2-TZVPD basis.

ORCA input file:
```
! wB97M-V def2-TZVPD RIJCOSX def2/J DEFGRID3
* xyz 0 1
C 1.50208 -0.35787 0.26959
C 0.05398 0.19673 -0.27028
C -0.85607 0.90871 0.70676
C -0.80985 -0.84743 -0.79541
H 2.02291 0.56064 0.51305
H 1.96364 -1.04176 -0.44968
H 1.33205 -0.89866 1.23590
H -0.91131 2.00790 0.66164
H -0.73034 0.74438 1.81998
H -0.81234 -0.74585 -1.88782
H -0.55315 -1.89244 -0.53134
F 0.12800 1.32317 -1.16296
S -2.32961 0.04250 -0.10942
*
```

LUMO energy = 0.034 Ha
E_HOMO = -8.8 eV
DFT total energy = -654.6071 hartree
Strongest force on any atom = 3.98 eV/Å
M = 106.16 u

What is the formula in the third record? C4H7FS

What is the DFT total energy in the first record? -18513.8431 hartree

Which of these has the lowest M? C4H10N2